Record 1
{
  "formula": "C5H13N3O",
  "method": "wB97M-V/def2-TZVPD",
  "spin_multiplicity": 1,
  "smiles": "[H]/N=C(\\C)CC.NNC=O",
  "e_homo_ev": -9.279,
  "elements": ["H", "N", "C", "C", "C", "C", "H", "H", "H", "H", "H", "H", "H", "H", "N", "N", "C", "O", "H", "H", "H", "H"],
  "xyz": [[1.44688, 1.63569, 1.29786], [1.34495, 1.43156, 0.29633], [1.17371, 0.15703, 0.11458], [1.07639, -0.75711, 1.30875], [1.05460, -0.35515, -1.30974], [1.02536, -1.86003, -1.48720], [0.82902, -1.78334, 1.04203], [0.29726, -0.38282, 1.97976], [2.03055, -0.74861, 1.84281], [0.14890, 0.07953, -1.74671], [1.90412, 0.05037, -1.87262], [1.89442, -2.33411, -1.02023], [1.03102, -2.11612, -2.55152], [0.11972, -2.29174, -1.04889], [-1.69487, 2.38830, 0.40917], [-2.08431, 1.10036, 0.79977], [-2.32266, 0.13499, -0.14810], [-2.44073, -1.05412, 0.12049], [-0.68571, 2.36924, 0.18940], [-1.79249, 3.02773, 1.20064], [-1.99263, 0.77962, 1.76088], [-2.36351, 0.52873, -1.17747]],
  "lowdin_charge": [0.05, 0.09, -0.41, -0.04, -0.21, -0.12, 0.07, 0.07, 0.09, 0.10, 0.12, 0.08, 0.08, 0.07, 0.02, -0.08, -0.36, -0.02, 0.05, 0.09, 0.14, 0.13]
}

=====

Record 2
{
  "formula": "C5H13N3O",
  "method": "wB97M-V/def2-TZVPD",
  "charge": 2,
  "spin_multiplicity": 1,
  "e_homo_ev": -19.252,
  "elements": ["C", "C", "C", "C", "C", "N", "N", "N", "O", "H", "H", "H", "H", "H", "H", "H", "H", "H", "H", "H", "H", "H"],
  "xyz": [[2.86108, 0.10450, -0.16147], [0.47004, -0.49262, -0.36381], [4.12284, -0.60222, 0.14804], [-4.88628, 0.20817, -0.15649], [-3.59707, -0.08263, 0.29254], [2.68860, 1.41069, -0.09295], [-0.33065, 0.33587, 0.14652], [1.82999, -0.66558, -0.47228], [-2.69627, 0.46197, -0.37762], [4.63754, -0.14090, 0.84376], [4.06485, -1.59702, 0.51791], [4.60280, -0.43062, -0.84346], [-5.69276, -0.44640, 0.15778], [-5.09811, 1.30909, 0.05398], [-4.89950, 0.10425, -1.19416], [-3.41402, -0.68807, 1.09346], [3.40971, 2.01082, 0.28709], [1.97347, 1.93911, -0.53556], [-1.73872, 0.49539, 0.07245], [0.11019, 1.19970, 0.47106], [2.11007, -1.65840, -0.62521], [0.03349, -1.31331, -0.84760]],
  "lowdin_charge": [-0.29, -0.14, 0.08, 0.02, -0.09, 0.28, 0.17, 0.14, 0.15, 0.06, 0.12, 0.16, 0.12, 0.18, 0.10, 0.14, 0.17, 0.14, 0.05, 0.11, 0.20, 0.14]
}

=====

Record 3
{
  "formula": "C5H13N3O2",
  "method": "wB97M-V/def2-TZVPD",
  "spin_multiplicity": 1,
  "smiles": "NCCc1c[nH]cn1.O.O",
  "e_homo_ev": -8.696,
  "elements": ["N", "C", "C", "C", "C", "N", "C", "N", "H", "H", "H", "H", "H", "H", "H", "H", "H", "O", "H", "H", "O", "H", "H"],
  "xyz": [[-2.34456, 1.16523, 0.46847], [-0.96740, 1.75777, 0.71066], [-0.31651, 2.10787, -0.66681], [0.48383, 0.80699, -0.97131], [1.75005, 0.52781, -0.44052], [2.03591, -0.86268, -0.73326], [1.03722, -1.28639, -1.48606], [0.16786, -0.27497, -1.73731], [-2.77864, 1.51898, -0.37511], [-2.25993, 0.25679, 0.57554], [-0.99485, 2.64375, 1.38959], [-0.30626, 0.92726, 1.19172], [0.34987, 2.97658, -0.56417], [-1.03215, 2.29075, -1.48634], [2.46346, 1.03773, 0.16470], [2.88283, -1.23369, -0.46668], [0.90535, -2.33542, -1.78334], [-1.72954, -3.40868, -0.17617], [-2.68467, -2.84349, -0.14760], [-1.18872, -2.79610, -0.81973], [1.73726, -1.34160, 2.50404], [1.10222, -1.16363, 1.79076], [1.68733, -0.47088, 3.05894]],
  "lowdin_charge": [0.02, -0.23, -0.12, -0.31, -0.05, 0.06, -0.21, 0.08, 0.07, -0.03, 0.10, 0.12, 0.10, 0.11, 0.10, 0.11, 0.12, -0.19, 0.13, 0.03, -0.11, 0.00, 0.09]
}

=====

Relative energy (zero: lowest compared OMol25 entry of this formula, charge and spin) per entry: 46.3, 61.7, 66.4 kcal per mole
E_LUMO per entry: 0.8296, -8.0164, 0.5706 eV